27
Properties=species:S:1:pos:R:3:mulliken_charge:R:1 method="wB97M-V/def2-TZVPD" homo_ev=-12.8 charge=+1 smiles="CN1[NH+]=C(c2ccccc2)O[P@@]1(C)=N" homo_lumo_gap_ha=0.3185
C 1.933 4.238 0.130 -0.05
C 2.485 3.280 -0.674 -0.86
C 0.740 4.019 0.896 -0.80
C 1.946 2.024 -0.632 0.06
C 0.214 2.733 0.848 -0.28
C 0.879 1.629 0.201 0.36
C 0.337 0.324 0.131 0.67
C -0.738 -2.237 -1.871 -0.86
C -1.271 -2.796 1.719 -0.86
N 0.529 -0.594 -0.746 -0.06
N -0.287 -1.693 -0.627 -0.07
N -2.749 -0.763 0.023 -0.68
O -0.477 -0.046 1.113 -0.34
P -1.428 -1.369 0.634 0.53
H 2.380 5.250 0.003 0.31
H 3.295 3.725 -1.325 0.31
H 0.233 4.776 1.399 0.46
H 2.504 1.199 -1.096 0.25
H -0.658 2.460 1.477 0.35
H -1.544 -2.862 -1.408 0.33
H -1.204 -1.491 -2.520 0.34
H 0.065 -2.750 -2.426 0.34
H -0.801 -3.563 1.068 0.38
H -0.555 -2.382 2.443 0.32
H -2.219 -3.100 2.267 0.35
H 1.257 -0.568 -1.378 0.24
H -3.617 -1.085 0.360 0.26